1.
Density functional theory data (ωB97M-V/def2-TZVPD) for a cluster of 6 separate species, C15H36O6 in total in a non-equilibrium geometry.

Computed properties:
HOMO level = -0.347 Ha
Energy relative to the best compared isomer or geometry (same formula, charge and spin) = 415.6 kJ/mol
Kohn-Sham gap = 0.3685 Eh
Charge = 0
Structure (SMILES) = C1CCOC1.C1CCOC1.C1CCOC1.CO.CO.CO

```
57
Properties=species:S:1:pos:R:3:forces:R:3
C 0.8069 3.5737 1.3160 -0.485 0.192 0.515
C 2.0204 2.6913 1.0800 -0.426 0.181 -0.399
C 2.8189 3.0437 2.3134 1.869 -1.708 -0.809
O 2.5868 4.3453 2.6490 -0.294 1.576 1.038
C 1.3676 4.8188 2.0734 0.432 -1.804 -1.072
H 0.1627 2.9782 1.9628 -0.555 0.396 -0.029
H 0.2920 3.9194 0.4196 -0.177 -0.381 0.029
H 2.4392 2.9577 0.1095 0.715 0.183 0.228
H 1.8351 1.6186 1.0244 -0.413 0.064 0.056
H 3.8786 2.9031 2.1003 0.341 0.264 -0.017
H 2.6693 2.3460 3.1373 -0.694 -0.100 0.283
H 1.7004 5.5262 1.3138 -0.601 0.667 0.296
H 0.6677 5.1638 2.8344 0.233 0.408 -0.141
C -1.7277 1.9613 -2.9429 -0.426 1.462 0.136
C -2.5821 1.3913 -1.8451 -1.437 -1.866 0.558
C -3.2138 0.1568 -2.5764 0.308 1.016 0.575
O -2.0853 -0.3671 -3.2310 1.429 -0.259 -0.758
C -1.3765 0.7799 -3.8386 -0.746 -0.536 0.561
H -0.8352 2.4252 -2.5229 0.012 0.031 -0.165
H -2.3155 2.7424 -3.4250 0.220 -0.002 -0.428
H -3.3778 1.9305 -1.3310 0.132 0.871 -0.577
H -1.9623 1.0513 -1.0154 0.111 -0.415 -0.119
H -3.9751 0.3894 -3.3210 -0.046 0.777 -0.249
H -3.7664 -0.5398 -1.9458 0.851 -0.465 0.300
H -1.6956 0.8163 -4.8802 -0.175 0.421 0.027
H -0.2891 0.7044 -3.8370 -0.050 -0.941 0.163
C 1.5990 -2.4482 -0.3702 0.543 1.473 -1.486
C 0.3835 -2.3102 0.5269 -1.530 -1.764 0.372
C -0.4619 -1.1829 -0.0914 0.812 -0.463 0.387
O 0.5971 -0.3055 -0.3778 -0.215 1.792 -0.385
C 1.6300 -1.0210 -1.0314 0.206 0.480 1.003
H 1.4838 -3.0987 -1.2373 -0.425 -0.605 0.456
H 2.5715 -2.6801 0.0641 -0.284 -0.007 0.403
H 0.5361 -2.0907 1.5836 0.726 0.566 -0.139
H -0.1346 -3.2619 0.6456 -0.274 -0.198 -0.489
H -1.1628 -0.7323 0.6113 0.265 0.214 0.186
H -1.0392 -1.3588 -0.9991 0.091 -0.720 -0.205
H 2.5232 -0.4306 -0.8271 0.244 -0.240 0.056
H 1.4894 -0.9746 -2.1113 -0.210 -0.513 -0.189
C 0.5085 -3.9456 4.1209 -1.485 -0.541 -0.217
O -0.8063 -3.3259 4.3289 1.389 -0.009 -0.224
H 1.3612 -3.2666 4.1296 -0.215 0.116 0.235
H 0.5922 -4.7539 4.8474 0.379 0.235 0.216
H 0.4652 -4.4413 3.1511 0.113 0.155 -0.141
H -0.6311 -2.4254 4.6117 -0.176 -0.002 0.108
C 0.3308 -2.8940 -4.6692 1.081 -0.736 -1.463
O -0.9875 -2.8356 -4.2750 -0.729 1.210 1.124
H 0.2572 -2.9606 -5.7547 0.792 -1.132 -0.292
H 1.0189 -2.0506 -4.6129 -0.505 0.808 0.959
H 0.8109 -3.7011 -4.1159 0.266 -0.357 -0.651
H -1.1115 -1.9277 -3.9887 -1.016 0.117 0.405
C -0.6937 0.3174 3.5432 0.892 -1.766 -0.998
O -1.9661 0.5701 2.9736 0.000 0.849 0.788
H -0.1021 1.1065 4.0073 -0.944 0.627 -0.228
H -0.6836 -0.5196 4.2414 -0.494 0.145 0.545
H -0.0935 -0.0960 2.7326 0.623 0.262 -0.164
H -2.3275 -0.2826 2.7210 -0.047 -0.032 0.025
```
Positions in Å, forces in eV/Å.



2.
Density functional theory data (ωB97M-V/def2-TZVPD) for a structure of composition C15H37B3Cl4CsN2O7P in a non-equilibrium geometry.

Computed properties:
HOMO level = -0.153 Ha
Kohn-Sham gap = 0.1072 Eh
Charge = 0

```
70
Properties=species:S:1:pos:R:3:forces:R:3
C -4.3677 -2.0766 4.2329 0.209 0.195 0.641
C -2.8197 -2.3026 4.3201 -0.362 0.012 -0.253
C -2.2548 -3.2198 3.1613 -0.408 1.491 0.399
C -1.4727 -2.2715 2.2024 -0.322 -0.581 0.674
N -0.8398 -2.9648 1.0717 0.529 0.856 -0.399
B -0.1696 -2.0400 0.1382 -0.399 -0.278 0.319
O 1.1068 -2.2954 -0.4274 -1.841 0.898 -0.919
B 1.1745 -1.8841 -1.7865 0.454 -0.463 -1.175
C 2.4206 -2.0834 -2.7578 -0.234 -0.807 0.977
C 3.7637 -2.4645 -2.0477 -0.850 0.108 0.183
C 4.5658 -1.2495 -1.4796 0.511 -0.844 -1.083
C 4.5234 0.0391 -2.3586 1.414 0.061 1.234
O 3.7572 1.0806 -1.7313 -0.534 0.032 -0.913
O 0.0238 -1.2611 -2.3836 0.644 1.118 1.880
B -0.4437 -0.3346 -1.4491 0.203 -1.000 0.221
P -0.5148 1.5658 -1.7372 4.579 -2.702 -0.366
C 0.6582 2.0807 -3.1201 1.040 -0.436 -0.109
C 0.4030 1.1863 -4.3899 -0.190 0.234 0.650
C -0.0300 2.2996 -0.0648 -0.144 -0.412 0.594
C 1.3664 1.8216 0.4326 -0.139 0.225 0.419
O -0.8623 -0.8260 -0.1931 1.532 -0.276 -0.913
H -4.7634 -2.0076 5.2677 0.028 0.072 -0.630
H -4.6081 -1.1203 3.7247 0.089 -0.601 0.163
H -4.9156 -2.8946 3.7329 0.370 0.296 0.172
H -2.5565 -2.6914 5.3217 -0.147 -0.022 -0.572
H -2.3562 -1.2924 4.2698 -0.064 -0.641 0.016
H -3.1542 -3.6135 2.6432 0.769 -0.204 0.121
H -1.6367 -4.0225 3.5913 -0.171 0.228 -0.497
H -0.6649 -1.8013 2.7997 -0.380 -0.138 -0.333
H -2.1878 -1.4695 1.9081 0.415 -0.326 0.001
H -1.5130 -3.5384 0.5689 0.143 -0.144 0.129
H 2.4850 -1.2157 -3.4370 0.055 -0.467 0.228
H 2.1399 -2.9571 -3.4094 -0.079 0.669 0.156
H 4.3365 -3.1092 -2.7381 0.073 0.599 0.325
H 3.5047 -3.1134 -1.1828 0.240 0.218 -0.512
H 5.6313 -1.5665 -1.4395 -0.593 0.179 0.161
H 4.2718 -1.0838 -0.4225 -0.017 0.330 -0.577
H 4.2118 -0.1312 -3.4012 -0.272 0.070 0.587
H 5.5664 0.4281 -2.4104 -0.538 -0.240 -0.139
H 3.6409 0.8640 -0.8085 0.100 -0.213 0.214
H 1.7300 1.9409 -2.8514 -0.711 0.158 0.226
H 0.5479 3.1700 -3.3245 -0.258 -0.647 0.108
H 1.0013 0.2591 -4.3383 -0.450 0.452 0.030
H -0.6669 0.8940 -4.4113 0.554 0.072 -0.427
H 0.6949 1.7243 -5.3076 -0.311 -0.201 0.405
H -0.7943 1.9117 0.6955 0.759 0.427 -1.106
H -0.0954 3.4336 -0.0191 0.083 -1.261 -0.342
H 1.3886 1.9868 1.5197 0.228 -0.031 -0.359
H 1.5459 0.7407 0.2826 -0.294 0.493 -0.152
H 2.1978 2.3924 -0.0169 -0.464 -0.243 0.086
C 2.6274 4.8244 3.0511 0.130 0.141 0.128
Cl 3.6302 3.3705 3.0030 -0.073 0.062 -0.017
Cl 1.1283 4.6575 2.1127 0.099 0.212 0.184
H 2.3664 5.0291 4.0842 -0.082 -0.105 -0.068
H 3.1990 5.6521 2.6443 -0.059 -0.094 -0.102
Cs -2.7120 2.9370 -1.7408 -4.939 3.259 0.082
C 2.1492 -5.4772 0.4434 -0.183 0.025 -0.157
Cl 3.1324 -6.4028 -0.6923 -0.025 -0.016 -0.048
Cl 3.0513 -5.0939 1.9168 -0.046 0.088 0.084
H 1.8433 -4.5507 -0.0318 0.118 -0.005 0.078
H 1.2746 -6.0616 0.7100 0.120 -0.038 0.054
C -7.4006 6.3045 1.4160 -0.299 0.121 -0.091
N -6.0476 5.9142 0.9446 -0.190 0.086 0.035
O -5.8372 5.9397 -0.2485 0.125 -0.081 -0.289
O -5.2427 5.5949 1.7883 0.205 -0.120 0.146
H -8.0071 6.5624 0.5544 0.096 -0.027 -0.008
H -7.8200 5.4532 1.9457 0.085 0.064 0.090
H -7.2822 7.1587 2.0773 0.027 -0.112 0.074
O 0.5039 -3.6854 -5.5720 0.153 0.270 0.449
H 0.4727 -3.0433 -4.8462 -0.112 -0.050 -0.168
```
Positions in Å, forces in eV/Å.



Number 1: molar mass 312.45 u, energy -28419.2284 eV, LUMO level 0.0212 hartree. Number 2: molar mass 695.60 u, energy -95422.2145 eV, LUMO level -0.0454 hartree.